No. 1
C23H27N3O2 in the gas phase, computed with the ωB97M-V functional and the def2-TZVPD basis.

The geometry in XYZ format:
```
55
Properties=species:S:1:pos:R:3:forces:R:3
O 3.2505 -1.3952 -0.2233 -0.04 0.30 0.29
C 3.1758 -2.5480 -0.5956 -0.12 -0.08 -0.27
N 4.0950 -3.0965 -1.4182 0.40 0.10 -0.23
C 4.1235 -4.5145 -1.6901 -0.04 -0.40 0.15
C 3.8768 -5.2534 -0.3764 -0.07 0.00 -0.27
C 2.4966 -4.8871 0.1694 0.08 -0.10 0.13
C 2.0192 -3.4900 -0.2743 -0.01 0.02 0.39
C 1.1353 -2.8754 0.8193 -0.03 -0.08 -0.29
O 1.1608 -3.3076 1.9585 0.18 -0.12 0.20
N 0.3078 -1.8745 0.4597 -0.31 0.12 0.10
C 0.2234 -1.1858 -0.8074 0.16 0.35 -0.25
C 0.6193 0.2932 -0.6296 0.21 -0.23 -0.27
N -0.1450 0.9836 0.3896 -0.20 0.29 0.02
C -1.4972 1.3396 -0.0251 -0.02 0.01 0.01
C -1.4677 2.3075 -1.1901 0.03 -0.09 -0.26
C -2.4997 2.3026 -2.1186 0.08 -0.05 0.05
C -2.5181 3.2179 -3.1561 -0.07 0.04 -0.07
C -1.5016 4.1491 -3.2775 -0.02 0.07 -0.10
C -0.4681 4.1591 -2.3557 0.02 0.07 0.00
C -0.4525 3.2475 -1.3162 -0.02 -0.04 -0.02
C -2.2510 2.0438 1.0827 -0.15 -0.16 0.16
C -1.6605 3.0861 1.7874 -0.04 -0.04 0.01
C -2.3659 3.7547 2.7701 0.08 0.06 0.00
C -3.6735 3.3972 3.0559 -0.12 0.01 0.06
C -4.2691 2.3633 2.3561 -0.11 0.06 0.08
C -3.5603 1.6902 1.3758 0.12 -0.04 -0.05
C -0.0606 0.2379 1.6314 -0.09 -0.29 0.20
C -0.4921 -1.2266 1.4837 0.02 0.19 0.40
H 4.9086 -2.5352 -1.6207 -0.12 0.04 0.05
H 3.3444 -4.7728 -2.4183 0.13 -0.07 -0.02
H 5.0924 -4.7756 -2.1176 -0.09 0.07 -0.03
H 4.6523 -4.9535 0.3311 0.04 -0.03 -0.03
H 3.9524 -6.3300 -0.5265 0.04 -0.04 0.04
H 1.7572 -5.6192 -0.1604 0.00 0.01 0.04
H 2.5063 -4.9009 1.2606 -0.07 -0.04 -0.15
H 1.4379 -3.5929 -1.1968 0.06 0.05 0.03
H 0.8821 -1.6299 -1.5492 -0.06 -0.03 0.00
H -0.8102 -1.2591 -1.1714 0.09 -0.05 -0.05
H 0.5064 0.8118 -1.5831 0.06 -0.04 0.02
H 1.6711 0.3190 -0.3319 -0.08 -0.02 -0.12
H -2.0888 0.4569 -0.3296 0.00 0.15 0.03
H -3.2976 1.5783 -2.0290 -0.07 -0.09 0.03
H -3.3274 3.2026 -3.8716 -0.06 0.00 -0.06
H -1.5144 4.8632 -4.0877 0.00 0.05 -0.07
H 0.3292 4.8824 -2.4467 0.07 0.06 -0.01
H 0.3566 3.2455 -0.6029 0.11 -0.01 0.08
H -0.6407 3.3583 1.5670 0.15 0.04 -0.03
H -1.8953 4.5600 3.3151 0.04 0.07 0.04
H -4.2251 3.9219 3.8220 -0.04 0.04 0.06
H -5.2876 2.0768 2.5742 -0.08 -0.02 0.02
H -4.0332 0.8812 0.8360 -0.01 -0.09 -0.07
H -0.6693 0.7257 2.3938 0.10 -0.06 0.01
H 0.9864 0.2598 1.9479 -0.04 -0.03 0.08
H -0.3409 -1.7658 2.4190 -0.11 0.08 -0.12
H -1.5493 -1.2872 1.2009 0.00 -0.02 0.03
```
Forces are in eV/Å.

Properties
strongest force on any atom	0.47	eV/A
SMILES	O=C1NCCC[C@H]1C(=O)N1CCN(C(c2ccccc2)c2ccccc2)CC1
energy relative to the best compared isomer or geometry (same formula, charge and spin)	117.0	kJ/mol
HOMO-LUMO gap	8.762	eV

=====

No. 2
C23H27N3O5S in the gas phase in a non-equilibrium geometry, computed with the ωB97M-V functional and the def2-TZVPD basis.

The geometry in XYZ format:
```
59
Properties=species:S:1:pos:R:3:forces:R:3
C 6.7927 0.5080 2.0469 0.02 -0.03 0.03
C 5.5545 -0.1865 1.5708 -0.05 -0.06 0.00
C 5.2508 -1.4713 2.0150 -0.07 0.16 -0.12
C 4.1131 -2.1189 1.5789 0.02 0.02 0.01
C 3.2259 -1.5256 0.6863 0.06 0.23 -0.10
C 2.0181 -2.2812 0.2428 -0.16 -0.10 -0.06
C 3.5270 -0.2288 0.2366 0.31 -0.21 0.32
C 2.6392 0.4760 -0.6983 -0.33 0.06 -0.29
O 1.6090 0.0317 -1.1708 0.23 -0.07 0.02
O 3.0679 1.7162 -0.9954 0.15 -0.08 0.28
C 2.3573 2.4586 -1.9790 -0.20 0.21 -0.48
C 1.1495 3.2306 -1.4183 0.39 -0.46 -0.06
O 1.0694 4.4336 -1.4936 0.01 0.33 -0.06
N 0.2249 2.4001 -0.8742 -0.06 -0.51 0.05
C -0.9523 2.7269 -0.2072 -0.39 0.24 0.26
C -1.5145 4.0019 -0.2205 0.15 0.04 -0.11
C -2.7037 4.2387 0.4468 -0.09 -0.25 0.16
C -3.3448 3.2192 1.1328 -0.19 0.16 0.03
C -2.7704 1.9621 1.1516 -0.26 -0.44 0.19
S -3.5986 0.7009 2.1231 0.21 -0.22 0.10
O -3.1987 0.8274 3.4909 0.24 -0.07 -0.02
O -4.9970 0.7385 1.8197 0.12 0.06 -0.23
N -2.9357 -0.7600 1.6291 -0.30 0.81 0.93
C -2.7663 -1.2051 0.3297 0.08 -0.09 -0.99
N -1.7689 -1.9548 0.1111 -0.13 0.27 0.67
C -1.5385 -2.5272 -1.1910 -0.04 -0.31 -0.14
C -2.6484 -3.4716 -1.6624 0.10 0.22 -0.18
C -3.8666 -2.7509 -2.2348 -0.06 -0.18 0.27
C -4.6255 -1.9167 -1.2054 0.09 0.07 -0.21
C -3.8068 -0.7427 -0.6546 -0.06 -0.18 -0.10
C -1.5864 1.7023 0.4997 0.20 0.04 -0.12
C 4.6837 0.4177 0.6848 -0.08 -0.10 -0.01
H 6.7818 0.5988 3.1321 0.06 0.06 0.06
H 6.8725 1.5017 1.6150 0.06 0.07 0.00
H 7.6773 -0.0646 1.7709 0.10 0.03 0.00
H 5.9167 -1.9647 2.7084 0.07 -0.07 0.08
H 3.9017 -3.1156 1.9381 -0.05 -0.09 0.01
H 2.0052 -3.2725 0.6889 0.01 -0.06 0.05
H 2.0074 -2.3776 -0.8413 -0.08 -0.06 -0.03
H 1.1024 -1.7608 0.5196 -0.10 -0.06 -0.02
H 3.0718 3.1790 -2.3807 -0.20 -0.08 0.10
H 2.0090 1.7842 -2.7714 0.10 0.12 0.10
H 0.4327 1.4011 -0.9246 0.06 0.35 -0.09
H -1.0131 4.7946 -0.7511 0.00 0.01 -0.02
H -3.1345 5.2277 0.4279 -0.05 0.08 0.00
H -4.2768 3.3752 1.6506 -0.14 0.14 0.03
H -2.2370 -1.0998 2.2746 0.13 0.05 0.11
H -0.6045 -3.0886 -1.1015 -0.05 0.09 -0.20
H -1.3887 -1.7367 -1.9385 0.08 -0.02 -0.03
H -2.9518 -4.0972 -0.8205 0.03 -0.10 0.01
H -2.2351 -4.1245 -2.4346 0.00 -0.05 0.04
H -4.5492 -3.4960 -2.6513 0.00 0.05 -0.07
H -3.5468 -2.1038 -3.0564 -0.02 0.01 -0.07
H -4.9418 -2.5511 -0.3751 -0.10 -0.01 0.02
H -5.5247 -1.5149 -1.6770 -0.02 -0.01 0.08
H -4.4746 -0.0415 -0.1587 0.03 0.00 -0.24
H -3.3063 -0.2320 -1.4839 0.00 0.05 0.04
H -1.1451 0.7176 0.5250 0.11 -0.13 0.00
H 4.8918 1.4130 0.3245 0.05 0.07 0.01
```
Forces are in eV/Å.

Properties
strongest force on any atom	1.27	eV/A
SMILES	Cc1ccc(C)c(C(=O)OCC(=O)Nc2cccc(S(=O)(=O)NC3=NCCCCC3)c2)c1
energy relative to the best compared isomer or geometry (same formula, charge and spin)	199.3	kJ/mol
HOMO-LUMO gap	9.013	eV

=====

No. 3
C23H27N5O3 in the gas phase in a non-equilibrium geometry, computed with the ωB97M-V functional and the def2-TZVPD basis.

The geometry in XYZ format:
```
58
Properties=species:S:1:pos:R:3:forces:R:3
N -0.8788 -2.8289 -2.0471 0.46 -0.40 -0.35
N -1.3085 -2.7084 -1.0138 0.84 -0.41 -1.46
N -1.8877 -2.3831 -0.0312 -1.81 1.58 1.17
C -1.7599 -2.9118 1.2898 0.59 -0.73 0.51
H -2.0017 -3.9816 1.2988 0.00 0.11 0.04
H -2.4761 -2.3768 1.9137 0.13 -0.17 -0.12
C -0.3389 -2.7232 1.8528 -0.44 -0.18 0.30
N 0.0022 -1.3098 1.9850 0.01 -0.26 -0.01
C -0.7546 -0.5192 2.7874 0.30 0.39 0.10
O -1.6869 -0.9556 3.4379 -0.38 -0.07 0.21
C -0.4089 0.9571 2.8295 -0.28 0.01 0.03
H -1.0518 1.3858 3.6000 0.11 -0.13 -0.03
H 0.6284 1.1071 3.1322 0.06 0.03 0.04
C -0.6806 1.6645 1.4981 0.35 0.11 0.03
C 0.4798 1.5492 0.5082 -0.08 -0.10 -0.02
N 0.2291 2.3824 -0.6475 -0.25 -0.09 -0.13
C 1.0786 3.3587 -1.0384 -0.23 -0.07 -0.05
O 2.0944 3.6655 -0.4657 0.38 0.19 0.10
O 0.6234 3.9519 -2.1631 -0.17 -0.05 -0.14
C 1.4393 5.0088 -2.6615 0.47 0.30 0.18
C 0.9024 5.5090 -3.9725 -0.08 -0.19 0.08
C -0.4467 5.4057 -4.2811 0.03 -0.02 0.05
C -0.9272 5.8914 -5.4847 -0.07 0.02 -0.02
C -0.0665 6.4930 -6.3862 -0.02 0.03 -0.08
C 1.2798 6.6036 -6.0810 0.04 0.06 -0.05
C 1.7629 6.1108 -4.8822 -0.04 -0.05 0.12
H 2.8142 6.1943 -4.6474 0.13 -0.01 0.01
H 1.9567 7.0710 -6.7809 0.06 0.03 -0.06
H -0.4423 6.8738 -7.3242 -0.03 0.02 -0.08
H -1.9781 5.8020 -5.7176 -0.08 -0.01 -0.02
H -1.1146 4.9367 -3.5756 -0.08 -0.05 0.04
H 2.4686 4.6476 -2.7718 -0.17 0.11 0.01
H 1.4553 5.8227 -1.9221 0.03 -0.18 -0.11
H -0.5728 2.1909 -1.2259 0.04 0.06 -0.03
C 0.7379 0.1057 0.0707 0.30 0.16 0.19
H -0.1557 -0.2941 -0.4123 -0.03 -0.07 -0.05
C 1.1350 -0.8006 1.2404 0.09 0.26 -0.36
H 1.6880 -1.6580 0.8519 -0.04 0.08 0.12
H 1.8091 -0.2564 1.9094 0.06 -0.09 -0.07
H 1.5456 0.1091 -0.6630 0.01 0.03 -0.04
H 1.3896 1.9582 0.9634 -0.14 -0.10 0.00
H -0.8497 2.7254 1.6921 -0.03 -0.03 -0.04
H -1.5901 1.2580 1.0494 -0.09 0.04 -0.04
H 0.3642 -3.1601 1.1333 -0.07 0.09 0.10
C -0.1817 -3.4649 3.1936 0.03 -0.05 -0.19
C -0.2750 -4.9517 3.0049 0.04 0.02 0.11
C -1.4216 -5.6462 3.3691 0.06 0.00 0.01
C -1.5122 -7.0126 3.1681 -0.07 -0.07 0.00
C -0.4567 -7.7024 2.5968 -0.02 -0.09 -0.01
C 0.6919 -7.0201 2.2329 0.07 -0.05 -0.06
C 0.7808 -5.6548 2.4366 -0.05 0.00 0.01
H 1.6840 -5.1293 2.1585 0.11 0.07 -0.03
H 1.5211 -7.5532 1.7915 0.07 -0.05 -0.03
H -0.5267 -8.7682 2.4390 -0.01 -0.09 -0.01
H -2.4089 -7.5399 3.4586 -0.07 -0.05 0.02
H -2.2460 -5.1106 3.8178 -0.09 0.07 0.05
H -0.9514 -3.1141 3.8797 0.10 0.01 0.00
H 0.7959 -3.2039 3.6063 -0.03 0.03 0.04
```
Forces are in eV/Å.

Properties
strongest force on any atom	2.67	eV/A
energy relative to the best compared isomer or geometry (same formula, charge and spin)	267.4	kJ/mol
HOMO-LUMO gap	9.713	eV

=====

No. 4
2 unconnected molecules or ions with the total composition C23H27OSi in a non-equilibrium geometry, computed with the ωB97M-V functional and the def2-TZVPD basis.

The geometry in XYZ format:
```
52
Properties=species:S:1:pos:R:3:forces:R:3
C 5.9615 -3.5689 2.2656 -0.15 0.24 0.04
O 5.4327 -2.2353 2.0715 -1.41 0.18 -0.24
C 4.1171 -2.0034 1.8440 0.46 -0.49 0.34
C 3.7597 -0.6609 1.5873 0.14 -0.01 0.08
C 2.4578 -0.3189 1.3350 -0.07 0.07 -0.12
C 1.3975 -1.2777 1.2819 0.28 -0.24 -0.63
C 0.0738 -0.7924 1.0819 0.40 -0.30 1.05
C -1.1655 -1.4476 1.3097 -0.95 -0.51 0.19
C -2.4010 -0.7576 1.0572 0.31 -0.20 -0.02
C -3.6294 -1.3863 1.1990 0.34 0.31 0.01
C -3.7107 -2.7415 1.5488 -0.06 0.16 -0.17
C -5.0289 -3.4501 1.6266 -0.22 -0.27 0.07
C -2.5300 -3.4214 1.8503 0.49 -0.01 0.13
C -1.3012 -2.7779 1.8201 0.01 -0.12 -0.32
C 1.8103 -2.6466 1.4101 0.19 -0.25 0.29
C 3.0994 -2.9965 1.8175 -0.30 0.16 -0.28
H 7.0430 -3.4121 2.2979 -0.30 -0.16 0.01
H 5.6116 -3.9893 3.2151 0.05 0.11 -0.18
H 5.6979 -4.2283 1.4318 0.01 0.18 0.11
H 4.5505 0.0822 1.6133 -0.16 -0.06 -0.05
H 2.2144 0.7207 1.1396 0.03 -0.03 0.13
H -0.0058 0.2755 0.8562 0.10 -0.41 0.06
H -2.3559 0.2857 0.7481 -0.04 -0.19 -0.02
H -4.5535 -0.8327 1.0459 0.24 -0.02 -0.10
H -4.8771 -4.5147 1.8598 -0.15 0.39 -0.11
H -5.6737 -3.0185 2.4047 0.24 -0.04 -0.09
H -5.6006 -3.3677 0.6910 0.29 -0.01 0.16
H -2.6006 -4.4764 2.1283 0.17 0.41 0.10
H -0.4333 -3.3132 2.1997 -0.31 0.18 -0.15
H 1.1191 -3.4533 1.1265 0.41 0.45 0.44
H 3.3209 -4.0313 2.0977 -0.02 0.37 -0.50
C 1.2696 1.5919 -3.1535 0.14 -0.26 0.08
Si -0.2992 1.7206 -2.1657 -0.06 0.41 -0.49
C -1.7233 1.0834 -3.1740 -0.05 -0.26 0.05
H -0.1828 0.8837 -0.8962 -0.09 0.73 -0.44
C -0.6057 3.5721 -1.9778 0.06 -0.35 0.30
C -0.7348 4.3645 -3.1423 -0.06 0.28 0.49
C -0.9679 5.7444 -3.0188 0.08 -0.46 -0.02
C -1.0671 6.3203 -1.7436 0.06 -0.39 -0.02
C -0.9333 5.5308 -0.5917 0.01 -0.03 -0.14
C -0.7002 4.1527 -0.7059 -0.11 0.60 -0.53
H 2.1022 2.0706 -2.6302 -0.04 -0.02 -0.13
H 1.5314 0.5486 -3.3477 0.08 0.09 -0.14
H 1.1056 2.1123 -4.1067 0.15 -0.15 0.17
H -2.6736 1.2518 -2.6594 0.04 0.00 -0.13
H -1.7314 1.6338 -4.1246 -0.11 -0.21 0.18
H -1.6167 0.0133 -3.3713 -0.10 0.07 -0.14
H -0.6542 3.9100 -4.1451 -0.06 0.29 0.61
H -1.0697 6.3538 -3.9284 0.04 -0.24 0.56
H -1.2490 7.3900 -1.6563 0.04 -0.24 0.04
H -1.0107 5.9889 0.3971 0.02 -0.09 -0.33
H -0.5895 3.5190 0.1804 -0.07 0.35 -0.21
```
Forces are in eV/Å.

Properties
strongest force on any atom	1.44	eV/A
energy relative to the best compared isomer or geometry (same formula, charge and spin)	62.5	kJ/mol
HOMO-LUMO gap	5.808	eV
net charge	+1

=====

Calculated total energy per entry: -1207.425986; -1831.336418; -1392.136514; -1257.092285 hartree
LUMO level per entry: 0.7; 0.0; 0.7; -5.3 eV